{"formula": "C43H89ClIO11PSi2", "method": "ωB97M-V/def2-TZVPD", "e_homo_ha": -0.2927, "energy_ev": -114222.217, "charge": 0, "species": ["C", "C", "C", "Cl", "Si", "I", "C", "C", "C", "C", "C", "C", "C", "C", "C", "C", "O", "C", "O", "Si", "C", "C", "O", "C", "C", "O", "P", "C", "O", "H", "H", "H", "H", "H", "H", "H", "H", "H", "H", "H", "H", "H", "H", "H", "H", "H", "H", "H", "H", "H", "H", "H", "H", "H", "H", "H", "H", "H", "H", "H", "H", "H", "H", "H", "H", "H", "H", "H", "H", "H", "C", "C", "C", "O", "C", "H", "H", "H", "H", "H", "H", "H", "H", "C", "C", "C", "O", "C", "H", "H", "H", "H", "H", "H", "H", "H", "C", "C", "C", "O", "C", "H", "H", "H", "H", "H", "H", "H", "H", "C", "C", "C", "O", "C", "H", "H", "H", "H", "H", "H", "H", "H", "C", "C", "C", "O", "C", "H", "H", "H", "H", "H", "H", "H", "H", "C", "C", "C", "O", "C", "H", "H", "H", "H", "H", "H", "H", "H"], "coordinates": [[-1.144, 3.331, -0.672], [-0.339, 2.069, -1.309], [-0.234, 0.972, -0.158], [0.242, 1.682, 1.496], [0.836, -0.559, -0.545], [0.563, -2.004, 1.504], [0.116, -1.676, -1.962], [-0.896, -2.798, -1.444], [-1.725, -3.499, -2.651], [-2.733, -2.408, -3.249], [-4.262, -2.631, -2.766], [-4.961, -1.171, -2.898], [-5.245, -0.542, -1.449], [-4.894, 1.016, -1.340], [-5.242, 1.853, -2.664], [-5.277, 3.411, -2.242], [-3.934, 3.919, -2.425], [-3.764, 4.529, -3.726], [2.525, -0.302, -0.640], [3.108, 0.536, -2.011], [4.756, -0.352, -2.518], [2.034, 0.559, -3.579], [2.131, -0.687, -4.377], [1.434, -0.487, -5.596], [0.184, -1.445, -5.888], [1.731, 0.349, -6.455], [3.755, 2.628, -1.520], [3.251, 3.824, -2.887], [2.898, 3.138, -0.118], [-2.050, 3.014, -0.071], [-0.382, 3.919, -0.056], [-1.419, 4.021, -1.544], [-1.016, 1.692, -2.150], [0.647, 2.496, -1.665], [-1.304, 0.581, 0.010], [-0.275, -1.061, -2.839], [1.040, -2.229, -2.371], [-0.344, -3.653, -0.925], [-1.620, -2.284, -0.715], [-0.954, -3.877, -3.405], [-2.279, -4.361, -2.159], [-2.643, -2.434, -4.385], [-2.450, -1.375, -2.840], [-4.322, -3.034, -1.708], [-4.723, -3.381, -3.488], [-4.278, -0.518, -3.544], [-5.941, -1.244, -3.487], [-4.629, -1.074, -0.641], [-6.366, -0.674, -1.247], [-5.440, 1.406, -0.411], [-3.763, 1.127, -1.170], [-4.339, 1.749, -3.356], [-6.189, 1.519, -3.190], [-6.037, 4.017, -2.829], [-5.482, 3.435, -1.101], [-2.647, 4.470, -3.974], [-4.392, 4.031, -4.541], [-4.052, 5.624, -3.633], [4.411, -1.324, -3.021], [5.408, 0.289, -3.184], [5.246, -0.657, -1.542], [2.441, 1.387, -4.263], [0.925, 0.754, -3.443], [0.005, -1.414, -7.007], [-0.718, -1.124, -5.280], [0.506, -2.493, -5.562], [3.985, 3.792, -3.752], [3.330, 4.880, -2.444], [2.168, 3.709, -3.217], [2.733, 2.337, 0.421], [5.722, 1.889, 3.854], [4.383, 1.935, 3.150], [4.218, 0.498, 2.695], [4.896, -0.322, 3.655], [5.689, 0.519, 4.504], [5.870, 2.697, 4.572], [6.531, 1.934, 3.117], [3.596, 2.194, 3.865], [4.343, 2.651, 2.326], [4.690, 0.332, 1.719], [3.169, 0.196, 2.629], [5.206, 0.558, 5.485], [6.685, 0.087, 4.623], [6.473, 3.296, 9.290], [7.260, 3.986, 8.197], [7.791, 2.810, 7.400], [6.827, 1.755, 7.525], [5.891, 2.105, 8.554], [5.710, 3.927, 9.748], [7.153, 2.954, 10.077], [6.585, 4.584, 7.575], [8.050, 4.640, 8.569], [8.739, 2.447, 7.811], [7.937, 3.050, 6.345], [4.942, 2.362, 8.071], [5.727, 1.246, 9.208], [-6.739, 6.242, 2.170], [-5.961, 6.922, 1.064], [-5.416, 5.739, 0.289], [-6.367, 4.672, 0.432], [-7.306, 5.031, 1.456], [-7.509, 6.872, 2.617], [-6.055, 5.923, 2.963], [-6.643, 7.500, 0.433], [-5.179, 7.592, 1.425], [-4.463, 5.396, 0.706], [-5.272, 5.962, -0.770], [-8.258, 5.268, 0.970], [-7.459, 4.182, 2.126], [-6.210, 0.922, -8.288], [-6.811, -0.028, -7.274], [-6.187, 0.458, -5.980], [-5.965, 1.866, -6.130], [-6.150, 2.220, -7.507], [-6.788, 1.005, -9.209], [-5.198, 0.595, -8.548], [-7.897, 0.106, -7.238], [-6.603, -1.080, -7.478], [-5.216, -0.018, -5.803], [-6.825, 0.277, -5.112], [-7.092, 2.775, -7.587], [-5.335, 2.870, -7.833], [0.531, -6.297, 4.481], [1.939, -5.994, 4.944], [2.132, -4.570, 4.459], [0.841, -3.948, 4.478], [-0.157, -4.959, 4.674], [0.051, -7.106, 5.033], [0.538, -6.564, 3.420], [1.985, -6.025, 6.037], [2.689, -6.683, 4.551], [2.500, -4.548, 3.427], [2.823, -4.003, 5.086], [-0.544, -4.855, 5.694], [-0.980, -4.804, 3.972], [5.872, -9.039, 3.111], [5.912, -7.547, 2.865], [5.061, -7.409, 1.619], [4.087, -8.462, 1.662], [4.456, -9.388, 2.694], [6.094, -9.320, 4.141], [6.589, -9.543, 2.456], [5.439, -7.021, 3.701], [6.920, -7.150, 2.739], [5.659, -7.542, 0.712], [4.555, -6.442, 1.563], [3.755, -9.260, 3.526], [4.370, -10.410, 2.321]], "forces_ev_per_a": [[1.2942, 0.4207, -1.1089], [-1.4474, 1.2461, 1.4438], [-0.8743, 0.2219, -0.6727], [-0.0397, -0.3968, -1.1726], [0.2005, -1.4337, 0.9019], [0.3488, 0.4774, -0.3273], [1.0260, -0.7115, -0.3906], [-0.5164, -0.1726, -0.6290], [0.5108, 1.2631, 1.0681], [-0.1014, -0.8056, 0.7504], [0.5936, 0.9072, -1.4064], [-0.1628, -0.7770, 0.1372], [0.0374, 0.5417, -0.4077], [-0.0479, -0.6073, -0.3200], [0.4739, 0.6799, 0.8800], [0.1967, -1.3412, 0.6752], [-0.8316, 0.3506, -0.9338], [0.4558, 0.3167, 0.1149], [-1.7577, 0.9939, -1.4855], [1.2766, -1.1173, -0.2998], [-1.0537, -0.6008, 0.4158], [-0.6010, 0.3806, -1.3773], [-1.4377, 0.9004, -1.2038], [-0.4935, 0.5650, -2.0735], [1.5004, -0.3067, 0.5859], [-0.2434, -1.8440, 2.8708], [0.7738, 1.0840, 0.8228], [-0.9704, 0.8956, 0.2793], [0.0803, -0.8265, -1.0965], [1.0946, 0.4582, -0.7958], [-1.3042, -0.8789, -0.5108], [-0.0139, -1.0253, 1.3389], [1.2578, 0.1324, 0.9734], [-1.0033, -0.8854, 0.2838], [1.5490, 0.4814, -0.1896], [0.2507, -0.8078, 1.1848], [-1.2030, 0.8473, 0.4039], [-0.6101, 1.5480, -0.4095], [0.8369, -1.0950, -0.9302], [-1.2157, 0.3919, 0.9086], [0.6136, 0.9200, -0.9530], [-0.4360, 0.3485, 1.4286], [-0.1233, -1.4014, -0.8031], [0.1487, 0.5252, -1.2702], [0.3800, 0.8597, 1.0800], [-0.9181, -0.8001, 1.0712], [1.3029, 0.0635, 0.9288], [-1.0301, 0.5282, -1.1572], [1.6423, 0.0807, -0.0221], [0.7982, -0.2880, -1.3759], [-1.5707, -0.0775, -0.0997], [-1.4727, 0.0656, 0.5846], [1.0799, 0.3149, 0.7267], [0.8441, -0.6468, 0.7513], [0.1321, 0.2952, -2.1986], [-1.6193, 0.0556, 0.2061], [0.8833, 0.4978, 1.0644], [0.2621, -1.1620, -0.3640], [0.7399, 1.3894, 0.4146], [-0.6626, -0.9223, 0.8220], [-0.2147, 0.5463, -1.2237], [-0.5154, -0.8769, 1.1332], [1.2217, 0.0638, 0.0619], [0.0703, 0.0404, 1.5581], [1.1007, -0.3465, -0.7718], [-0.6964, 1.3535, -0.4299], [-0.9673, -0.2615, 1.0679], [-0.0004, -1.5205, -0.4915], [1.3834, 0.1317, 0.0978], [-0.0985, 0.5757, -0.1581], [0.3973, 0.1376, -0.0984], [-0.3582, 0.2092, 0.0427], [0.0082, -0.2866, -0.1549], [0.0319, 0.3308, -0.0885], [-0.1513, -0.2300, 0.2898], [-0.0051, -0.0796, 0.0038], [-0.0261, 0.0222, 0.0583], [0.0141, -0.0070, -0.0690], [0.0027, -0.0399, 0.0292], [-0.0692, 0.0536, -0.0859], [0.0615, -0.1118, 0.0134], [0.1416, 0.0574, 0.0354], [-0.0917, -0.0710, 0.0035], [0.0618, -0.0686, 0.4269], [-0.0560, 0.3640, -0.2382], [0.1985, -0.2788, -0.0632], [0.0162, 0.3020, 0.1714], [-0.2235, -0.1595, -0.2264], [0.0280, -0.0585, -0.0349], [-0.0725, 0.0233, -0.0213], [0.0700, -0.0088, 0.0261], [-0.0305, -0.0544, -0.0395], [0.0513, 0.0832, -0.0391], [-0.0348, -0.1154, 0.0192], [-0.0520, -0.0018, 0.0925], [0.0388, -0.0290, -0.1194], [0.0644, -0.0574, 0.4470], [-0.0886, 0.3326, -0.2490], [0.2803, -0.2052, -0.0990], [-0.1113, 0.4175, 0.3957], [-0.2345, -0.1877, -0.2037], [0.0250, -0.0634, -0.0288], [-0.0729, 0.0219, -0.0228], [0.0692, -0.0051, 0.0283], [-0.0243, -0.0634, -0.0417], [0.0495, 0.0739, -0.0704], [-0.0024, -0.1432, 0.0348], [-0.0432, -0.0026, 0.0878], [0.0388, -0.0305, -0.1138], [0.3049, -0.0400, -0.3059], [-0.3840, -0.1633, 0.0435], [0.2432, 0.0585, 0.1718], [-0.0572, -0.1784, -0.2061], [-0.1568, 0.2731, 0.1313], [0.0370, 0.0212, 0.0608], [-0.0656, 0.0395, -0.0219], [0.0612, -0.0483, 0.0113], [0.0010, 0.0631, 0.0396], [-0.0506, -0.0989, 0.0422], [0.0725, 0.0991, -0.0051], [0.0259, 0.0246, -0.0986], [-0.0164, -0.0020, 0.1218], [-0.1835, -0.2505, -0.3441], [0.2383, -0.1082, 0.3691], [0.1055, 0.2583, -0.2456], [-0.0041, -0.3452, 0.0257], [-0.1077, 0.2698, 0.1814], [0.0061, 0.0653, -0.0241], [-0.0241, -0.0056, 0.0703], [0.0390, -0.0104, -0.0597], [-0.0315, 0.0540, -0.0115], [0.0916, -0.0175, 0.0229], [-0.1031, 0.0765, -0.0651], [-0.0807, -0.0650, -0.0198], [0.0641, 0.1065, 0.0154], [0.2928, -0.3603, -0.0399], [0.0048, 0.3839, 0.2643], [-0.0949, -0.0139, -0.3466], [0.2949, 0.0112, 0.2434], [-0.3600, 0.0192, 0.0088], [-0.0357, 0.0007, -0.0613], [-0.0415, -0.0039, 0.0678], [0.0568, 0.0157, -0.0543], [-0.0757, -0.0038, -0.0123], [0.0409, 0.0904, 0.0135], [-0.0672, -0.1016, -0.0458], [0.0338, -0.0918, 0.0535], [-0.0813, 0.0857, -0.0658]], "mulliken_charge": [-1.137, 0.319, 0.071, -0.137, -0.108, -0.231, 0.534, -0.887, -0.807, 0.153, -1.012, 0.145, -0.862, -0.036, 0.346, -0.259, -0.016, -0.733, -0.428, 0.606, -1.099, -0.522, -0.394, 0.581, -0.436, -0.560, 0.017, -0.976, -0.463, 0.308, 0.479, 0.148, 0.197, -0.287, 0.297, -0.229, 0.239, 0.424, 0.299, 0.326, 0.362, 0.273, -0.277, 0.412, 0.300, -0.094, 0.407, 0.310, 0.284, 0.292, -0.404, 0.110, -0.111, 0.378, -0.084, 0.183, 0.212, 0.271, 0.264, 0.344, 0.265, 0.703, 0.253, 0.374, -0.085, 0.258, 0.343, 0.353, 0.215, 0.164, -0.536, -0.422, 0.052, -0.403, -0.233, 0.277, 0.268, 0.269, 0.323, -0.071, 0.072, 0.118, 0.244, -0.513, -0.550, -0.371, -0.349, -0.461, 0.324, 0.264, 0.257, 0.340, 0.277, 0.243, 0.264, 0.297, -0.563, -0.598, -0.117, -0.396, -0.559, 0.344, 0.262, 0.293, 0.365, 0.190, 0.086, 0.279, 0.291, -0.569, -0.664, 0.088, -0.327, -0.578, 0.359, 0.255, 0.283, 0.374, 0.053, 0.094, 0.332, 0.272, -0.545, -0.140, -0.304, -0.329, -0.409, 0.352, 0.235, 0.306, -0.069, 0.126, 0.288, 0.253, 0.242, -0.513, -0.443, -0.413, -0.408, -0.392, 0.316, 0.277, 0.181, 0.342, 0.308, 0.246, 0.228, 0.285]}